Entry 1:
C5H7FOS | the ωB97M-V functional and the def2-TZVPD basis

```
15
Properties=species:S:1:pos:R:3:mulliken_charge:R:1
S -2.247 -0.577 0.216 -0.23
F 1.383 -0.106 1.559 -0.34
O 0.905 1.099 -0.656 -0.40
C -0.252 1.449 0.125 -0.52
C 0.446 -0.711 0.624 0.50
C -0.754 0.201 0.884 -0.09
C 1.259 -1.538 -0.362 -0.68
C 0.741 -0.230 -0.794 0.03
H 0.870 -2.237 -0.975 0.30
H -2.383 0.340 -1.051 0.13
H -1.060 1.680 -0.658 0.22
H -0.116 -0.510 -1.457 0.22
H 2.332 -1.691 -0.107 0.25
H -1.094 0.434 1.939 0.33
H -0.032 2.398 0.711 0.28
```

Output
E_tot: -767.818503 a.u.
Energy above the lowest of the compared OMol25 structures with the same formula, charge and spin: 4.6719 eV

***

Entry 2:
C2H8N4O2Rb | the ωB97M-V functional and the def2-TZVPD basis

```
17
Properties=species:S:1:pos:R:3:mulliken_charge:R:1
Rb 2.452 0.625 1.253 0.98
O 1.107 1.231 -1.210 -0.62
O -0.150 -0.401 2.173 -0.70
N -0.283 -2.333 3.405 -0.37
N -0.871 1.530 -2.294 -0.35
N 0.944 2.865 -2.775 -0.39
N -0.743 -2.340 1.145 -0.34
C 0.425 1.819 -2.077 0.58
C -0.380 -1.615 2.235 0.65
H -0.514 -3.305 3.426 0.17
H -1.298 0.735 -1.855 0.20
H 0.134 -1.906 4.209 0.22
H -1.364 1.871 -3.099 0.20
H 0.367 3.365 -3.418 0.18
H -0.730 -1.852 0.269 0.21
H 1.923 3.010 -2.609 0.22
H -1.020 -3.297 1.223 0.17
```

Output
Total charge: +1
E_tot: -474.522858 a.u.
Energy above the lowest of the compared OMol25 structures with the same formula, charge and spin: 0.2865 eV

***

Entry 3:
C5H8O | the ωB97M-V functional and the def2-TZVPD basis

```
14
Properties=species:S:1:pos:R:3:mulliken_charge:R:1
O -1.239 1.348 0.369 -0.36
C 1.067 0.413 0.193 -0.30
C -0.372 0.293 0.686 -0.47
C 2.200 -1.928 0.205 -0.69
C -1.982 1.167 -0.811 -0.62
C 1.733 -0.709 0.142 0.18
H -0.367 0.223 1.781 0.31
H -2.263 0.112 -0.945 0.31
H -0.762 -0.659 0.296 0.35
H 2.583 -2.318 1.145 0.24
H 2.206 -2.582 -0.661 0.25
H -1.434 1.500 -1.701 0.26
H -2.896 1.756 -0.710 0.22
H 1.524 1.385 0.012 0.33
```

Output
E_tot: -270.459057 a.u.
Energy above the lowest of the compared OMol25 structures with the same formula, charge and spin: 2.6895 eV

***

Entry 4:
C3H14O4 | the ωB97M-V functional and the def2-TZVPD basis

```
21
Properties=species:S:1:pos:R:3:mulliken_charge:R:1
O 0.789 -1.233 -2.996 -0.76
O 1.832 -2.319 -0.628 -0.70
O 0.073 1.376 -0.868 -0.55
O 0.291 -1.783 1.726 -0.64
C 0.108 1.685 1.524 -1.50
C -1.850 0.528 0.317 -0.99
C -0.836 1.629 0.274 0.74
H -0.385 -2.155 1.215 0.28
H 1.519 -1.925 -1.419 0.41
H 1.085 1.159 1.571 0.34
H -1.933 0.019 -0.711 0.23
H 0.975 1.590 -0.568 0.28
H -1.559 -0.296 1.077 0.13
H 1.363 -0.463 -3.115 0.34
H 0.947 -1.576 0.986 0.35
H 0.452 2.769 1.555 0.45
H -2.930 0.871 0.696 0.30
H -1.189 2.689 0.155 0.22
H -0.459 1.529 2.428 0.37
H 0.053 -0.785 -2.443 0.36
H 1.655 -3.309 -0.776 0.33
```

Output
E_tot: -423.615937 a.u.
Energy above the lowest of the compared OMol25 structures with the same formula, charge and spin: 1.4317 eV

***

Entry 5:
CHBrOS2 | the ωB97M-V functional and the def2-TZVPD basis

```
6
Properties=species:S:1:pos:R:3:mulliken_charge:R:1
Br -1.876 -0.544 -0.007 0.35
S 1.822 -1.571 -0.069 -0.29
S 2.347 1.484 -0.124 -0.23
O -1.120 0.842 0.395 -0.57
C 2.100 -0.045 -0.089 0.50
H -3.274 -0.166 -0.107 0.23
```

Output
E_tot: -3484.179745 a.u.
Energy above the lowest of the compared OMol25 structures with the same formula, charge and spin: 4.3168 eV

***

Entry 6:
C3H6N2O | the ωB97M-V functional and the def2-TZVPD basis

```
12
Properties=species:S:1:pos:R:3:lowdin_spin:R:1
O -0.745 0.181 -1.964 0.03
N -0.316 0.381 0.237 0.34
N -1.402 0.022 1.404 0.13
C 1.316 -0.278 -0.654 0.70
C 1.020 0.428 0.475 0.57
C -0.101 -0.410 -0.921 0.11
H 1.576 0.891 1.273 0.04
H -1.025 -0.838 1.730 0.02
H -0.880 1.009 -1.579 0.01
H -1.137 0.726 2.142 0.00
H 2.162 -0.612 -1.246 0.04
H -0.468 -1.499 -0.897 0.02
```

Output
<S²>: 2.008
E_tot: -302.396334 a.u.
Energy above the lowest of the compared OMol25 structures with the same formula, charge and spin: 2.5482 eV
2S+1: 3

***

Entry 7:
C5H10O | the ωB97M-V functional and the def2-TZVPD basis

```
16
Properties=species:S:1:pos:R:3:mulliken_charge:R:1
O -1.095 0.309 1.559 -0.57
C -0.421 -1.638 -1.162 -1.16
C 1.240 0.144 1.065 -0.68
C -0.139 0.353 0.519 0.87
C -0.674 -0.171 -0.813 -0.72
C 0.809 1.521 0.623 -0.77
H 0.590 2.258 1.392 0.27
H -1.146 -1.975 -1.913 0.37
H -0.522 -2.292 -0.292 0.31
H -1.748 0.997 1.368 0.37
H 2.020 -0.355 0.495 0.24
H -0.305 0.458 -1.628 0.29
H 1.278 1.918 -0.274 0.27
H -1.762 -0.014 -0.792 0.33
H 0.578 -1.778 -1.586 0.30
H 1.265 -0.043 2.134 0.28
```

Output
E_tot: -271.709638 a.u.
Energy above the lowest of the compared OMol25 structures with the same formula, charge and spin: 1.1695 eV

***

Entry 8:
C45H65MnN4P2SSi | the ωB97M-V functional and the def2-TZVPD basis

```
119
Properties=species:S:1:pos:R:3:lowdin_spin:R:1
Mn -0.240 -0.631 0.472 2.20
S -1.216 -2.486 1.464 0.03
P -1.877 0.880 1.471 -0.06
P 1.866 -0.675 1.692 -0.03
Si 0.610 1.418 -0.244 -0.03
N 0.150 1.596 -2.004 0.20
N -1.216 -1.036 -1.207 0.01
N -2.632 -4.107 -0.038 0.01
N -1.820 -2.276 -1.133 0.01
C -0.690 0.824 -2.715 0.08
C -4.124 2.560 -0.856 0.00
C 0.641 2.820 -2.663 0.05
C 0.291 4.206 0.564 0.00
C 3.940 -3.858 -0.365 0.00
C 3.822 -2.611 0.557 0.00
C 1.719 -2.014 -0.588 0.00
C 2.475 1.515 0.090 0.00
C 3.329 2.485 -0.436 0.00
C 2.157 -0.886 3.521 0.00
C 3.279 -1.861 3.907 0.00
C -1.281 -1.481 -3.600 0.00
C 2.279 0.473 4.264 0.00
C -2.707 -0.611 3.800 0.00
C 2.592 -4.372 -0.870 0.00
C 4.351 0.601 1.313 0.00
C -5.419 2.871 -0.115 0.00
C -3.607 0.647 0.792 -0.01
C 5.189 1.558 0.762 0.00
C -1.398 1.370 -3.793 0.20
C 2.356 -2.239 0.787 0.00
C -0.347 5.222 1.259 0.00
C -0.734 0.902 4.018 0.00
C -1.036 -0.591 -2.410 0.00
C -0.207 2.903 0.593 0.00
C -1.471 4.936 2.021 0.00
C -1.930 -2.986 0.017 0.02
C -3.746 1.088 -0.677 0.00
C -5.224 2.603 1.372 0.00
C 4.109 -0.405 5.800 0.00
C -1.340 2.621 1.366 0.00
C 4.674 2.513 -0.101 0.00
C 1.860 2.460 -3.554 0.06
C -0.375 3.488 -3.514 0.23
C 3.513 -1.766 5.415 0.00
C -1.951 3.639 2.094 0.00
C -4.797 1.157 1.632 0.00
C -3.194 -0.384 5.243 0.00
C -2.279 0.595 5.999 0.00
C -2.076 0.688 3.296 -0.01
C 1.777 -3.247 -1.512 0.00
C 3.668 0.720 4.852 0.00
C -0.839 0.478 5.497 0.00
C -1.352 2.749 -4.085 0.04
C 2.995 0.578 0.997 0.00
H -6.225 2.245 -0.508 0.00
H -4.529 0.477 -1.139 0.00
H -2.623 1.625 5.871 0.00
H 5.318 3.279 -0.513 0.00
H -2.346 -1.595 -3.828 0.00
H 6.242 1.561 1.010 0.00
H -3.534 -0.947 3.171 0.00
H 2.006 1.305 3.609 0.00
H -2.754 1.507 3.551 0.00
H 3.653 1.669 5.388 0.00
H 4.330 -2.812 1.495 0.00
H 4.216 -1.616 3.409 0.00
H 1.545 1.794 -4.357 0.00
H -2.816 0.902 -1.200 0.00
H -6.155 2.786 1.909 0.00
H -4.624 1.002 2.698 0.00
H 5.199 -0.460 5.803 0.00
H -4.486 3.308 1.751 0.00
H 0.773 -3.619 -1.739 0.00
H 1.206 4.438 0.030 0.00
H -0.520 -0.562 5.615 0.00
H -4.217 -0.003 5.236 0.00
H 2.752 -5.158 -1.607 0.00
H 4.395 0.849 4.049 0.00
H 3.822 -0.167 6.824 0.00
H 2.566 -1.934 5.936 0.00
H 1.568 0.472 5.093 0.00
H 2.025 -4.822 -0.051 0.00
H 0.026 0.305 3.507 0.00
H 4.442 -4.665 0.168 0.00
H 2.951 3.250 -1.104 0.00
H 2.238 -2.965 -2.460 0.00
H -5.710 3.910 -0.274 0.00
H 4.326 -1.765 0.088 0.00
H -0.238 4.542 -3.727 0.01
H -2.277 -2.627 -1.963 0.00
H 2.620 1.966 -2.952 0.00
H -3.221 -1.343 5.761 0.00
H -2.736 -4.669 0.793 0.00
H -2.792 3.431 2.741 0.00
H 0.657 -1.743 -0.411 0.00
H -2.078 3.176 -4.764 0.00
H -3.317 3.197 -0.479 0.00
H -3.659 -0.450 0.828 0.00
H 4.567 -3.613 -1.224 0.00
H -1.960 5.722 2.581 0.00
H 0.047 6.230 1.231 0.00
H -4.240 2.766 -1.923 0.00
H -0.425 1.946 3.941 0.00
H 2.227 -1.168 -1.058 0.00
H -3.084 -4.447 -0.875 0.00
H -0.176 1.091 6.106 0.00
H -2.081 0.751 -4.356 0.01
H -0.793 -1.089 -4.488 0.00
H 4.772 -0.138 1.978 0.00
H -5.643 0.515 1.365 0.00
H 2.999 -2.880 3.636 0.00
H -2.319 0.392 7.068 0.00
H -0.855 -2.470 -3.418 0.00
H 0.965 3.505 -1.879 0.01
H 1.837 -3.047 1.312 0.00
H 1.217 -1.357 3.837 0.00
H 4.184 -2.568 5.723 0.00
H 2.282 3.362 -3.993 0.00
H -1.949 -1.396 3.789 0.00
```

Output
<S²>: 3.866
Total charge: +3
E_tot: -4493.279221 a.u.
2S+1: 4

***

Entry 9:
CH7NO3 | the ωB97M-V functional and the def2-TZVPD basis

```
12
Properties=species:S:1:pos:R:3:mulliken_charge:R:1
O 0.355 2.054 -0.100 -0.48
O -1.716 -2.364 0.103 -0.67
O 1.697 0.292 1.684 -0.65
N -0.125 0.084 -1.048 -0.50
C -0.318 1.473 -0.910 0.13
H 0.291 -0.471 -1.780 0.20
H 0.204 -0.412 -0.234 0.35
H 2.099 0.686 0.908 0.32
H -1.068 1.774 -1.648 0.33
H -1.230 -2.681 0.863 0.32
H -1.565 -1.435 -0.083 0.33
H 1.377 1.001 2.245 0.32
```

Output
E_tot: -322.752950 a.u.
Energy above the lowest of the compared OMol25 structures with the same formula, charge and spin: 0.9726 eV

***

Entry 10:
C4H5BrClNS | the ωB97M-V functional and the def2-TZVPD basis

```
13
Properties=species:S:1:pos:R:3:mulliken_charge:R:1
Br 3.243 -0.231 -0.043 -0.16
Cl -1.694 -2.573 1.270 -0.17
S -1.676 -0.190 -0.460 -0.17
N -0.600 1.963 -1.407 -0.27
C 0.590 -1.241 0.439 -0.14
C -0.827 -1.086 0.945 -0.01
C 1.469 -0.275 0.655 -0.48
C -0.529 1.013 -0.468 -0.03
H -0.826 -0.395 1.708 0.42
H 0.082 2.595 -1.512 0.20
H -1.349 1.826 -2.061 0.19
H 1.374 0.539 1.345 0.38
H 0.742 -1.945 -0.411 0.24
```

Output
E_tot: -3642.460579 a.u.
Energy above the lowest of the compared OMol25 structures with the same formula, charge and spin: 1.9474 eV

***

Entry 11:
C4H7NO3 | the ωB97M-V functional and the def2-TZVPD basis

```
15
Properties=species:S:1:pos:R:3:mulliken_charge:R:1
O 1.789 1.827 0.604 -0.49
O -0.478 0.436 1.027 -0.32
O -1.334 -0.128 -1.100 -0.32
N 0.660 -0.205 0.368 0.22
C -0.996 -1.457 -0.832 -0.41
C 0.391 -1.459 -0.205 -0.55
C -1.454 0.590 -0.020 -0.20
C 1.717 0.687 0.251 0.07
H -2.305 0.252 0.572 0.30
H 2.601 0.128 -0.250 0.21
H -0.927 -2.071 -1.748 0.29
H 0.365 -2.128 0.658 0.27
H -1.786 -1.912 -0.251 0.32
H 1.237 -1.851 -0.760 0.40
H -1.565 1.770 -0.212 0.20
```

Output
E_tot: -436.974468 a.u.
Energy above the lowest of the compared OMol25 structures with the same formula, charge and spin: 4.5965 eV

***

Entry 12:
C6H20N3SZn | the ωB97M-V functional and the def2-TZVPD basis

```
31
Properties=species:S:1:pos:R:3:mulliken_charge:R:1
Zn 2.267 -2.506 -0.531 -0.38
S -0.389 -1.755 -0.923 0.20
N 2.583 -0.243 0.559 -1.79
N -0.929 0.103 0.940 0.30
N -0.538 0.867 -1.232 0.35
C -0.569 2.321 -0.883 -0.55
C 1.860 -4.376 -0.632 -0.97
C -2.201 0.881 1.260 -0.62
C -0.642 -0.153 -0.393 -1.98
C 0.372 2.695 0.239 -1.32
C -3.356 0.636 0.323 -1.13
H 2.328 0.230 -0.409 0.31
H 2.679 -1.593 -1.902 -0.10
H -0.871 -0.732 1.487 0.61
H 2.299 -1.218 0.740 -0.17
H 2.733 -4.535 0.008 0.10
H 1.714 -4.832 -1.595 0.33
H 3.588 -0.277 0.790 0.75
H 1.885 -0.022 1.270 1.11
H 0.170 3.727 0.540 0.42
H -0.329 0.602 -2.204 0.32
H 0.241 2.052 1.120 0.18
H -3.625 -0.425 0.289 0.34
H -4.226 1.189 0.694 0.41
H -1.927 1.932 1.315 0.14
H 0.983 -4.208 0.117 0.15
H -0.289 2.847 -1.801 0.49
H 1.415 2.653 -0.101 0.54
H -1.607 2.595 -0.660 0.16
H -3.153 0.986 -0.698 0.28
H -2.466 0.562 2.276 0.53
```

Output
Total charge: -1
E_tot: -2582.154723 a.u.
Energy above the lowest of the compared OMol25 structures with the same formula, charge and spin: 1.5431 eV

***

Repeat the tenth record exactly.
C4H5BrClNS | the ωB97M-V functional and the def2-TZVPD basis

```
13
Properties=species:S:1:pos:R:3:mulliken_charge:R:1
Br 3.243 -0.231 -0.043 -0.16
Cl -1.694 -2.573 1.270 -0.17
S -1.676 -0.190 -0.460 -0.17
N -0.600 1.963 -1.407 -0.27
C 0.590 -1.241 0.439 -0.14
C -0.827 -1.086 0.945 -0.01
C 1.469 -0.275 0.655 -0.48
C -0.529 1.013 -0.468 -0.03
H -0.826 -0.395 1.708 0.42
H 0.082 2.595 -1.512 0.20
H -1.349 1.826 -2.061 0.19
H 1.374 0.539 1.345 0.38
H 0.742 -1.945 -0.411 0.24
```

Output
E_tot: -3642.460579 a.u.
Energy above the lowest of the compared OMol25 structures with the same formula, charge and spin: 1.9474 eV

***

Please write out number 5 again, unchanged.
CHBrOS2 | the ωB97M-V functional and the def2-TZVPD basis

```
6
Properties=species:S:1:pos:R:3:mulliken_charge:R:1
Br -1.876 -0.544 -0.007 0.35
S 1.822 -1.571 -0.069 -0.29
S 2.347 1.484 -0.124 -0.23
O -1.120 0.842 0.395 -0.57
C 2.100 -0.045 -0.089 0.50
H -3.274 -0.166 -0.107 0.23
```

Output
E_tot: -3484.179745 a.u.
Energy above the lowest of the compared OMol25 structures with the same formula, charge and spin: 4.3168 eV

***

Which value of E_tot does entry 2 give? -474.522858 a.u.